The following is a DFT calculation (ωB97M-V with the def2-TZVPD basis set) of a single C9H21PS3 molecule.

**Highest occupied orbital energy**: -7.99 eV
**SMILES string**: CCCS[P@](=S)(CC)SC(C)(C)C
**Kohn-Sham gap**: 8.54 eV
**E_LUMO**: 0.0203 hartree

Geometry (Å):
C -0.66174 2.39817 -2.02818
C 0.68032 2.35384 -2.75798
C 1.81759 1.96041 -1.73306
S 1.19030 0.46212 -0.96903
P 1.65468 0.87720 1.06955
S 0.79286 2.66150 1.54512
C 3.48885 0.98205 1.11129
C 4.07773 -0.37478 1.60485
S 0.82158 -0.51642 2.41194
C -0.93674 -0.72150 2.05366
C -1.66537 0.52592 2.50954
C -1.30437 -1.86663 2.95949
C -1.36662 -1.01506 0.61360
H -1.40057 2.78637 -2.80574
H -0.96766 1.37835 -1.77728
H -0.60584 2.97291 -1.06031
H 0.99799 3.32635 -3.07576
H 0.70882 1.75306 -3.67094
H 2.76607 1.78744 -2.25582
H 1.99679 2.73597 -0.90095
H 3.86238 1.34949 0.15269
H 3.74690 1.69465 1.88145
H 3.96646 -1.13636 0.78602
H 5.16864 -0.35639 1.88209
H 3.51878 -0.79996 2.37420
H -1.69382 1.38193 1.85214
H -2.73280 0.49847 2.55698
H -1.26537 0.84670 3.47654
H -0.86539 -1.86228 3.98772
H -1.05601 -2.90045 2.44459
H -2.34892 -2.06932 3.09379
H -1.13095 -0.09045 0.02410
H -0.80348 -1.90494 0.23859
H -2.45909 -1.12634 0.39714

Forces on the atoms, in the same order (eV/Å):
-0.824 0.469 -1.265
1.235 0.317 1.610
-0.224 0.846 0.023
0.963 -1.431 0.951
-1.700 3.083 -0.362
1.123 -1.075 -0.429
0.290 -1.463 1.594
1.530 -0.277 -2.912
1.721 -0.897 -0.673
-2.410 0.764 -0.411
-0.129 1.255 0.720
0.937 -3.590 0.039
0.780 0.467 -1.215
0.554 -0.142 1.451
-0.165 0.316 -0.079
-0.164 -0.337 -1.198
-0.172 0.865 -0.325
-0.172 -0.369 0.366
-0.174 -0.132 0.202
-0.634 -0.897 -1.402
-0.201 -0.277 0.050
-0.262 0.569 0.061
0.289 0.619 0.533
-1.140 0.280 -0.268
-0.802 -0.343 1.666
1.394 0.218 -0.514
-1.010 -1.402 0.612
-0.262 0.143 -0.131
-0.112 0.154 -0.895
0.325 1.939 1.032
-0.916 0.888 -0.024
0.118 -1.050 0.252
-0.523 0.757 -0.045
0.736 -0.269 0.987

Now the natural (NBO) charges, all in e: -0.63 -0.41 -0.55 -0.05 0.96 -0.64 -0.74 -0.61 0.01 -0.16 -0.65 -0.63 -0.64 0.21 0.21 0.24 0.21 0.21 0.22 0.26 0.25 0.25 0.21 0.22 0.21 0.24 0.22 0.22 0.23 0.21 0.23 0.23 0.22 0.23


The following is a DFT calculation (ωB97M-V with the def2-TZVPD basis set) of a gas-phase ion, C9H21S3 (charge +1).

**Highest occupied orbital energy**: -12.72 eV
**Net charge**: +1
**Kohn-Sham gap**: 8.90 eV
**E_LUMO**: -0.1404 hartree

Geometry (Å):
C -1.32611 3.00382 0.12423
C -2.73975 2.43818 0.00484
C -2.89847 1.18307 -0.85549
C -2.60265 -0.15107 -0.17118
C -1.18061 -0.25538 0.39634
C -0.75033 -1.70512 0.46885
S 0.86970 -2.01196 1.27408
S 1.56819 -0.24469 2.06291
C 2.01167 -2.45832 -0.07800
C 3.40870 -1.84260 -0.02759
C 3.63320 -0.60658 -0.90832
S 2.10057 0.33476 -1.17064
H -0.96246 3.34644 -0.84419
H -0.60709 2.29675 0.53569
H -1.32789 3.87092 0.78446
H -3.18718 2.29019 0.99019
H -3.33803 3.21766 -0.47092
H -2.32827 1.27531 -1.78291
H -3.94589 1.13494 -1.16030
H -3.33722 -0.32434 0.61616
H -2.73752 -0.94108 -0.91545
H -1.16387 0.17309 1.39790
H -0.48503 0.29407 -0.23388
H -0.63562 -2.14394 -0.52362
H -1.45083 -2.33165 1.01981
H 1.01908 -0.48650 3.26447
H 2.09747 -3.53480 0.06104
H 1.50990 -2.28858 -1.02821
H 4.08701 -2.62146 -0.37486
H 3.70409 -1.63357 0.99824
H 4.03926 -0.89219 -1.87395
H 4.34984 0.04653 -0.41963
H 2.60615 1.56812 -1.16008

Forces on the atoms, in the same order (eV/Å):
-0.043 0.043 0.196
0.046 0.240 -0.318
-0.369 -0.011 0.216
0.242 -0.017 -0.309
-0.251 -0.052 0.089
0.075 -0.109 -0.294
-0.192 0.055 0.460
-0.124 0.265 -0.249
0.309 -0.250 -0.100
0.122 -0.043 -0.117
0.041 0.126 0.091
-0.184 -0.052 -0.111
0.050 -0.090 -0.083
0.048 -0.020 0.000
0.008 0.041 0.006
0.045 -0.131 0.061
-0.092 0.027 0.083
0.168 0.016 0.041
-0.007 -0.019 -0.101
0.020 -0.068 0.077
-0.113 -0.037 0.005
0.115 0.153 -0.032
0.030 0.001 0.074
-0.012 0.029 -0.046
0.017 0.052 0.155
0.101 -0.281 0.107
-0.089 -0.054 0.015
-0.117 0.158 0.041
0.051 -0.031 0.037
-0.077 -0.022 0.080
-0.014 -0.030 -0.047
0.076 0.020 -0.058
0.121 0.089 0.029

Now the natural (NBO) charges, all in e: -0.61 -0.41 -0.39 -0.39 -0.43 -0.51 0.68 -0.01 -0.53 -0.44 -0.52 -0.08 0.21 0.18 0.22 0.20 0.22 0.20 0.22 0.21 0.20 0.22 0.23 0.24 0.25 0.16 0.26 0.25 0.25 0.24 0.23 0.24 0.17


The following is a DFT calculation (ωB97M-V with the def2-TZVPD basis set) of a molecular structure, C9H22AlFeN3O8P.

**Highest occupied orbital energy (spin up / spin down)**: -8.97 / -11.73 eV
**Multiplicity**: 9
**Expectation value of S²**: 20.03
**Net charge**: +1
**Kohn-Sham gap (spin up / spin down)**: 4.59 / 4.42 eV
**E_LUMO (spin up / spin down)**: -0.1610 / -0.2685 hartree

Geometry (Å):
Fe 2.35318 0.66194 -2.61491
Al 2.31295 3.22425 0.05648
O 1.92022 0.54527 -0.85394
H 1.14635 0.52295 -0.26937
P 2.76566 2.77612 -3.57799
O 3.08483 4.05197 -4.16300
O 1.59232 2.74227 -2.50556
O 3.64784 2.21657 -2.35480
O 2.46884 1.48476 -4.39344
C -3.08121 -1.79628 -1.47220
O -3.81179 -2.63023 -1.95259
N -2.08058 -2.06011 -0.59088
C -1.86565 -3.36302 -0.02684
C -1.47706 -0.97567 0.15767
H -3.19366 -0.71861 -1.68182
H -2.47751 -4.09145 -0.56535
H -2.25692 -3.50038 0.98658
H -0.82550 -3.66959 -0.11214
H -0.58932 -1.19927 0.74274
H -1.24038 -0.14584 -0.52077
H -2.19682 -0.51160 0.84429
C 4.12352 -2.52195 1.30832
O 4.56388 -2.26960 2.40083
N 2.99158 -3.24522 1.07175
C 2.16879 -3.55783 2.21529
C 2.30626 -3.04610 -0.18745
H 4.60759 -2.17358 0.37658
H 1.37502 -4.27051 2.01058
H 1.75335 -2.67869 2.72495
H 2.80735 -3.99085 2.98715
H 1.78922 -2.08009 -0.23313
H 3.05255 -3.13380 -0.98049
H 1.56978 -3.82375 -0.37997
C -1.45707 2.41250 1.31622
O -0.40096 2.23240 0.57689
N -2.37042 3.49329 0.97751
C -3.51268 3.73407 1.81787
C -2.14670 4.38197 -0.13834
H -1.62364 1.86663 2.23126
H -3.49398 4.72325 2.27289
H -3.59044 2.95816 2.57394
H -4.36799 3.60777 1.14356
H -2.98305 5.07336 -0.21032
H -1.26639 5.01215 0.00706
H -2.09135 3.73233 -1.01512

Forces on the atoms, in the same order (eV/Å):
-0.523 0.846 1.187
-0.548 -0.432 -0.166
0.256 -0.381 -0.732
-0.176 0.004 -0.263
0.434 1.815 -1.427
0.255 0.210 -0.392
-0.606 -0.511 0.859
0.037 -0.656 0.083
0.095 -0.943 1.124
-0.302 -0.341 0.249
0.077 0.076 -0.156
0.940 0.222 0.844
-1.011 -1.340 -0.439
-0.834 1.565 -0.426
0.140 0.032 -0.078
0.242 0.157 -0.372
0.404 0.563 0.226
0.074 0.082 0.213
0.040 -0.625 -0.241
0.197 -0.125 -0.009
0.073 -0.252 0.213
-0.089 -0.003 -0.255
0.130 0.031 0.209
-0.689 0.131 -0.088
0.354 -0.131 1.311
0.362 -0.152 -0.305
0.031 -0.088 0.003
0.048 0.035 -0.400
-0.136 0.146 -0.409
0.001 -0.142 -0.125
0.042 0.021 -0.070
-0.141 0.253 -0.136
0.066 -0.129 0.227
0.949 -1.257 -0.138
0.233 0.618 -0.331
-0.127 1.152 0.311
-0.018 -0.886 -0.416
-0.396 -0.279 0.295
-0.288 0.337 0.216
-0.012 0.122 -0.133
0.161 0.070 0.111
-0.235 0.387 0.227
-0.156 -0.188 -0.087
0.285 -0.401 -0.119
0.360 0.390 -0.196

Now the natural (NBO) charges, all in e: 1.88 0.93 -1.10 0.53 2.39 -0.99 -0.79 -0.84 -1.07 0.53 -0.58 -0.45 -0.43 -0.42 0.10 0.25 0.20 0.19 0.21 0.20 0.20 0.53 -0.58 -0.44 -0.43 -0.41 0.10 0.21 0.19 0.24 0.17 0.21 0.22 0.04 -0.70 -0.02 -0.46 -0.45 0.16 0.25 0.24 0.25 0.23 0.24 0.25


Number 1: calculated total energy -1891.42043 Ha. Number 2: calculated total energy -1549.80531 Ha. Number 3: calculated total energy -2969.38803 Ha.